Density functional theory data (ωB97M-V/def2-TZVPD) for C22H18Cl5N2O3PPd as an isolated structure.

Net charge ... +2
Energy above the lowest of the compared OMol25 structures with the same formula, charge and spin ... 230.2 kJ/mol
E ... -3953.93471 hartree
Highest occupied orbital energy (spin up / spin down) ... -14.7 / -14.7 eV
Lowest unoccupied orbital energy (spin up / spin down) ... -9.9 / -9.9 eV

Positions of all 52 atoms, in Å:
H (0.71140, -3.01848, 5.00941)
H (2.34598, -3.46353, 3.36176)
C (0.37615, -2.98577, 3.97620)
C (-0.51436, -4.09032, -3.62944)
C (0.21835, -3.22806, -2.79548)
N (1.53896, -2.92097, 3.10270)
C (-0.96473, 1.28870, 1.65873)
C (1.81935, 1.84202, -1.46210)
H (-0.85151, 6.19200, -0.11086)
C (0.23406, 1.01671, 3.71475)
H (-0.23100, -3.86867, 3.77262)
C (-1.82161, -2.53131, -1.77862)
O (0.41170, -1.84418, 1.47754)
C (-2.57992, 4.16704, -2.21460)
Cl (1.92029, -3.15156, -2.88514)
H (1.76801, 2.42231, -2.38222)
H (-1.89244, 1.42417, 1.11351)
C (1.47408, 1.13595, 1.65754)
P (0.16826, 1.48113, -0.82085)
Cl (-2.49968, -1.49283, -0.55818)
H (2.62628, -1.91166, 0.24332)
H (-0.23438, -2.10048, 3.81975)
C (-1.87607, 2.98963, -2.01695)
C (-0.80516, 2.97870, -1.12754)
Cl (-4.27450, -3.43735, -2.38428)
H (-2.15890, 2.08910, -2.54727)
H (2.41693, 2.39810, -0.73734)
C (-0.45629, -2.44092, -1.88774)
C (-2.58516, -3.37214, -2.56471)
C (-1.91277, -4.15624, -3.51818)
O (3.53037, 0.53837, -2.46341)
H (2.41870, 1.10953, 1.13039)
C (-0.97157, 1.14665, 3.02823)
H (2.37714, 0.91048, 3.57751)
C (-0.43014, 4.12689, -0.42638)
H (0.23010, 0.91459, 4.79197)
C (0.26474, 1.30668, 0.96284)
Pd (0.02436, -0.90472, -0.50722)
C (1.45014, 1.01113, 3.02978)
H (3.45994, -2.80501, 1.46649)
C (2.57611, 0.48678, -1.74194)
Cl (-2.80032, -5.18775, -4.53572)
H (-2.74252, 6.24032, -1.69998)
C (-2.20546, 5.31667, -1.53341)
O (2.10812, -0.54277, -1.10848)
Cl (0.30259, -5.05033, -4.76652)
N (2.60891, -2.38348, 1.13621)
H (0.40077, 4.10959, 0.26762)
C (1.49125, -2.37352, 1.88182)
C (-1.13880, 5.29448, -0.64103)
H (-3.41564, 4.18758, -2.89992)
H (-1.91008, 1.13673, 3.56481)

Density functional theory data (ωB97M-V/def2-TZVPD) for one molecule with the formula C3H5F2NO.

Net charge ... 0
Energy above the lowest of the compared OMol25 structures with the same formula, charge and spin ... 16.7 kJ/mol
Structure (SMILES) ... O=CNCC(F)F
E ... -447.04492 hartree
Highest occupied orbital energy ... -10.2 eV
Lowest unoccupied orbital energy ... 0.9 eV

Positions of all 12 atoms, in Å:
C (0.15400, -1.27514, 1.37985)
H (-1.64642, 0.75242, -0.57514)
H (0.63383, 0.24546, -1.95552)
O (0.29959, -2.42251, 1.71667)
C (0.52109, 0.88621, -1.08282)
H (-0.89451, -1.63192, -0.34075)
F (1.65590, 0.87603, -0.32584)
H (-0.47652, 1.21429, 0.72059)
H (0.59317, -0.39946, 1.93914)
C (-0.61647, 0.48320, -0.13886)
F (0.28813, 2.14070, -1.58010)
N (-0.51181, -0.86928, 0.24279)

Density functional theory data (ωB97M-V/def2-TZVPD) for a 5-piece molecular cluster, CH10O5 overall.

Net charge ... 0
Energy above the lowest of the compared OMol25 structures with the same formula, charge and spin ... 59.2 kJ/mol
Structure (SMILES) ... C=O.O.O.O.O
E ... -420.26025 hartree
Highest occupied orbital energy ... -10.1 eV
Lowest unoccupied orbital energy ... 0.1 eV

Positions of all 16 atoms, in Å:
H (-2.55842, 0.65175, 1.24094)
C (1.41684, -0.91171, 2.52363)
H (-1.02634, 1.37577, -0.06055)
H (-1.23765, -0.07259, -1.84977)
H (0.82161, -1.14162, -1.91483)
H (1.07212, 0.13156, 2.56601)
H (2.39551, -1.18263, 2.10313)
O (-1.62979, 0.39370, 1.31004)
H (-0.67230, 0.94617, -2.63813)
H (2.26033, -1.12397, -2.24700)
H (-0.06159, 2.52750, -0.06160)
O (-0.92403, 0.01500, -2.76282)
O (0.66934, -1.75125, 2.95490)
O (1.67929, -1.35605, -1.52356)
O (-0.59215, 2.02481, -0.65486)
H (-1.61277, -0.52645, 1.01448)

Density functional theory data (ωB97M-V/def2-TZVPD) for a 3-piece molecular cluster, C4H16NO2S overall.

Net charge ... +1
Energy above the lowest of the compared OMol25 structures with the same formula, charge and spin ... 36.6 kJ/mol
E ... -765.18938 hartree
Highest occupied orbital energy ... -12.6 eV
Lowest unoccupied orbital energy ... -3.0 eV

Positions of all 24 atoms, in Å:
H (-1.74659, 1.38429, -0.72047)
C (-0.96842, -0.47203, -0.22403)
O (1.80941, 1.74534, 1.47753)
H (-0.08866, 0.96306, -3.07347)
C (-2.24510, -1.00210, 0.38851)
H (0.93285, -0.20449, 0.67937)
H (-2.10224, -1.85294, 1.05268)
C (-1.16984, 0.61753, -1.26523)
H (-2.83601, -0.21491, 0.84890)
H (-2.77845, -1.41311, -0.47248)
H (-1.99159, 0.32599, -1.92280)
H (2.24342, 2.60856, 1.49446)
S (1.63372, 0.16703, -1.80576)
H (0.28178, 2.14869, -1.93444)
O (1.61737, -2.24061, 0.90201)
H (-0.38503, -1.32438, -0.57608)
H (2.36910, 1.06100, -1.14012)
H (2.23110, 1.30847, 2.23209)
H (2.50260, -2.36539, 1.26153)
N (-0.03810, 0.05134, 0.87791)
H (1.10443, -3.01657, 1.17324)
H (-0.19291, 1.04971, 0.99037)
C (0.06918, 1.08408, -2.00394)
H (-0.25203, -0.40856, 1.76026)

Density functional theory data (ωB97M-V/def2-TZVPD) for a 2-piece molecular cluster, C4H6Cl3O3P overall.

Net charge ... 0
Energy above the lowest of the compared OMol25 structures with the same formula, charge and spin ... 166.7 kJ/mol
Structure (SMILES) ... COP(=O)(Cl)OC.ClC#CCl
E ... -2103.62795 hartree
Highest occupied orbital energy ... -9.2 eV
Lowest unoccupied orbital energy ... 0.5 eV

Positions of all 17 atoms, in Å:
H (1.74546, -2.14644, -1.04536)
O (0.44812, -0.55478, -0.65041)
C (0.83517, -1.91449, -0.31518)
H (1.13801, -1.93384, 0.69433)
H (-0.91309, 1.22723, -3.20734)
Cl (2.77930, -0.37163, 2.30930)
H (-0.01375, -2.54642, -0.51572)
O (-1.45894, 0.98481, -1.15686)
H (-1.17167, -0.40363, -2.76265)
O (0.42212, 1.73962, 0.60013)
C (-1.50519, 0.61964, -2.54661)
Cl (-1.28583, -0.41711, 1.50883)
C (1.64250, 0.79178, 2.76360)
Cl (-0.41516, 2.33507, 3.74734)
H (-2.55848, 0.73129, -2.85922)
P (-0.38685, 0.63181, 0.05272)
C (0.69829, 1.22708, 3.38310)

Density functional theory data (ωB97M-V/def2-TZVPD) for one molecule with the formula C5H6O2.

Net charge ... 0
Energy above the lowest of the compared OMol25 structures with the same formula, charge and spin ... 96.6 kJ/mol
Structure (SMILES) ... CCC(=O)C=C=O
E ... -344.56510 hartree
Highest occupied orbital energy ... -9.9 eV
Lowest unoccupied orbital energy ... 0.4 eV

Positions of all 13 atoms, in Å:
O (0.86830, -2.50489, 0.84239)
C (0.71579, 0.91792, 0.28475)
H (-0.91428, -1.18850, -0.82722)
C (1.13123, -1.39716, 0.63048)
H (-2.26717, -0.26414, -1.06013)
H (-0.69713, 0.42186, -1.72978)
C (-1.20068, -0.13505, -0.86396)
C (-0.76679, 0.65810, 0.32618)
H (-1.27811, 1.61342, 0.29366)
H (-1.07048, 0.13965, 1.22722)
O (1.16903, 2.02780, 0.12550)
H (2.69224, -0.08863, 0.34314)
C (1.61804, -0.20041, 0.40776)

> net charge of number 1 (C22H18Cl5N2O3PPd)?

+2